{
  "formula": "CH16O7",
  "method": "wB97M-V/def2-TZVPD",
  "symbols": ["H", "O", "H", "H", "H", "O", "H", "O", "H", "O", "H", "H", "O", "H", "H", "H", "H", "H", "H", "O", "C", "O", "H", "H"],
  "positions_angstrom": [[-0.760128, -1.228645, -4.506768], [-1.451441, -1.781852, 1.489264], [1.119185, -1.508114, -0.814302], [1.991298, -0.921563, 4.378132], [-1.473101, 0.583412, 1.577795], [0.572920, -0.827400, -0.430592], [-0.637172, 0.412268, 0.362216], [-1.139883, 3.227329, -3.220193], [-1.867478, 0.071026, -3.990947], [-1.194638, -1.016912, -2.573843], [-2.093484, -1.369317, -2.356234], [4.095617, 0.698613, 1.784713], [-1.149157, 1.121049, 0.860212], [3.484085, 1.812452, 2.496850], [-0.426695, 0.397165, -3.593152], [-1.347021, -1.624832, 0.560010], [-1.645265, 3.753025, -2.542455], [-0.665003, -2.272924, 1.708938], [-0.653395, 2.639880, -2.686690], [1.113559, -1.311688, 4.614383], [-1.051266, -0.402382, -3.836303], [3.996147, 1.037881, 2.743518], [-0.169999, -0.715832, -1.070226], [1.376090, -1.899585, 3.847945]],
  "forces_ev_per_a": [[0.124, 1.234, -0.430], [-0.649, -0.077, 0.612], [0.223, -0.290, -0.229], [-0.551, 1.348, 1.623], [-0.343, -0.177, 0.663], [-0.738, 0.400, -0.144], [-0.589, 1.699, 1.071], [-1.752, 1.876, 0.190], [-5.880, 2.698, -2.233], [-1.093, -1.398, 2.465], [1.116, 0.610, -0.814], [0.138, 0.230, 2.359], [1.006, -1.200, -1.479], [-0.283, 0.491, 0.642], [2.125, 0.885, -0.636], [0.100, 0.115, -0.682], [0.680, -0.707, -1.138], [0.394, -0.174, 0.264], [1.073, -1.196, 1.019], [2.588, -0.797, -2.565], [3.502, -3.987, 1.691], [0.081, -0.783, -2.977], [0.707, -0.311, -0.199], [-1.980, -0.488, 0.926]],
  "nbo_charge": [0.181, -0.935, 0.483, 0.464, 0.481, -0.992, 0.470, -0.937, 0.176, -0.779, 0.486, 0.463, -0.960, 0.468, 0.185, 0.464, 0.475, 0.469, 0.462, -0.910, -0.227, -0.931, 0.497, 0.447],
  "lumo_energy_ev": 0.05,
  "smiles": "CO.O.O.O.O.O.O",
  "total_charge": 0,
  "spin_multiplicity": 1,
  "orbital_gap_ev": 10.93,
  "max_force_ev_per_a": 6.84,
  "e_homo_ha": -0.40004,
  "relative_energy_ev": 2.609
}